{
  "formula": "C46H66N11O6P",
  "method": "the ωB97M-V functional and the def2-TZVPD basis",
  "symbols": ["C", "O", "C", "C", "N", "H", "H", "C", "C", "O", "C", "H", "H", "H", "H", "H", "H", "H", "H", "H", "H", "H", "H", "H", "H", "P", "O", "O", "O", "O", "N", "C", "C", "C", "C", "H", "H", "H", "H", "H", "N", "C", "C", "C", "C", "H", "H", "H", "H", "H", "N", "C", "C", "C", "C", "H", "H", "H", "H", "H", "N", "C", "C", "C", "C", "H", "H", "H", "H", "H", "N", "C", "C", "C", "C", "H", "H", "H", "H", "H", "N", "C", "C", "C", "C", "H", "H", "H", "H", "H", "N", "C", "C", "C", "C", "H", "H", "H", "H", "H", "N", "C", "C", "C", "C", "H", "H", "H", "H", "H", "N", "C", "C", "C", "C", "H", "H", "H", "H", "H", "N", "C", "C", "C", "C", "H", "H", "H", "H", "H"],
  "xyz": [[-2.619269, 0.790131, 5.956769], [-1.636269, 1.764131, 5.667769], [-0.557269, 1.581131, 4.782769], [-1.050269, 1.783131, 3.348769], [0.062731, 2.108131, 2.394769], [0.820731, 1.393131, 2.386769], [-0.233269, 1.770131, 1.347769], [0.749731, 3.477131, 2.483769], [1.277731, 3.926131, 1.084769], [2.199731, 5.057131, 1.381769], [2.973731, 5.201131, 0.101769], [-3.335269, 1.271131, 6.528769], [-2.266269, -0.211869, 6.192769], [-3.123269, 0.630131, 4.966769], [-0.232269, 0.420131, 4.689769], [0.161731, 2.020131, 4.958769], [-1.620269, 2.455131, 3.210769], [-1.447269, 0.766131, 3.004769], [1.387731, 3.244131, 3.197769], [-0.120269, 4.125131, 2.837769], [0.428731, 3.991131, 0.447769], [1.778731, 3.045131, 0.827769], [3.613731, 6.131131, 0.040769], [2.366731, 5.118131, -0.860231], [3.729731, 4.574131, -0.187231], [-0.195269, -0.057869, -0.277231], [-1.024269, -1.124869, 0.411769], [-0.243269, -0.234869, -1.750231], [1.201731, -0.265869, 0.253769], [-0.643269, 1.247131, 0.185769], [-3.469269, -0.306869, 0.993769], [-4.281269, -1.411869, 0.930769], [-5.538269, -1.072869, 1.505769], [-5.338269, 0.431131, 1.937769], [-4.130269, 0.833131, 1.454769], [-2.455269, -0.326869, 0.700769], [-3.802269, -2.411869, 0.508769], [-6.472269, -1.658869, 1.548769], [-6.158269, 0.989131, 2.482769], [-3.617269, 1.820131, 1.429769], [0.713731, -1.824869, -3.575231], [0.253731, -2.974869, -4.237231], [1.204731, -3.561869, -4.859231], [2.393731, -2.692869, -4.510231], [2.035731, -1.637869, -3.810231], [0.112731, -1.169869, -2.948231], [-0.777269, -3.270869, -4.137231], [1.266731, -4.452869, -5.383231], [3.554731, -2.850869, -4.729231], [2.533731, -0.877869, -3.304231], [-2.189269, -0.277869, -3.370231], [-1.952269, -0.245869, -4.780231], [-3.075269, -0.302869, -5.398231], [-4.122269, -0.337869, -4.399231], [-3.504269, -0.481869, -3.214231], [-1.273269, -0.034869, -2.670231], [-0.813269, -0.159869, -4.964231], [-3.132269, -0.334869, -6.343231], [-5.191269, -0.314869, -4.335231], [-4.025269, -0.663869, -2.305231], [0.721731, 1.555131, -3.248231], [1.001731, 1.701131, -4.600231], [1.450731, 2.975131, -4.937231], [1.135731, 3.815131, -3.627231], [0.823731, 2.838131, -2.677231], [0.361731, 0.722131, -2.682231], [0.903731, 0.925131, -5.362231], [2.039731, 3.429131, -5.821231], [1.307731, 4.919131, -3.672231], [0.496731, 2.883131, -1.833231], [2.519731, 0.429131, 2.246769], [2.324731, -0.098869, 3.456769], [3.132731, 0.400131, 4.316769], [3.970731, 1.374131, 3.559769], [3.538731, 1.253131, 2.243769], [1.829731, 0.011131, 1.424769], [1.402731, -0.860869, 3.470769], [3.190731, 0.146131, 5.287769], [4.969731, 1.802131, 3.696769], [3.935731, 1.941131, 1.290769], [2.507731, -2.617869, 0.588769], [2.400731, -3.612869, -0.412231], [3.402731, -4.472869, -0.292231], [4.165731, -3.980869, 0.965769], [3.537731, -2.882869, 1.323769], [1.924731, -1.689869, 0.356769], [1.620731, -3.306869, -1.079231], [3.831731, -5.117869, -0.974231], [4.955731, -4.426869, 1.474769], [3.764731, -2.446869, 2.226769], [-1.428269, -3.354869, -0.556231], [-1.027269, -4.702869, -0.166231], [-1.582269, -5.666869, -1.039231], [-2.367269, -4.834869, -1.938231], [-2.225269, -3.499869, -1.674231], [-1.272269, -2.446869, -0.169231], [-0.272269, -4.940869, 0.543769], [-1.320269, -6.589869, -1.038231], [-2.995269, -5.440869, -2.719231], [-2.639269, -2.747869, -2.199231], [-1.243269, -2.493869, 2.603769], [-2.211269, -2.330869, 3.606769], [-1.794269, -3.159869, 4.624769], [-0.503269, -3.838869, 4.125769], [-0.197269, -3.357869, 2.928769], [-1.141269, -1.879869, 1.699769], [-2.908269, -1.601869, 3.565769], [-2.264269, -3.431869, 5.497769], [0.130731, -4.535869, 4.590769], [0.634731, -3.531869, 2.263769], [3.396731, 0.276131, -0.837231], [4.532731, -0.542869, -0.886231], [5.485731, 0.211131, -1.448231], [4.822731, 1.705131, -1.636231], [3.566731, 1.607131, -1.265231], [2.480731, 0.018131, -0.437231], [4.615731, -1.817869, -0.518231], [6.540731, -0.079869, -1.760231], [5.303731, 2.593131, -2.040231], [2.815731, 2.425131, -1.399231], [-2.241269, 2.839131, -0.558231], [-2.619269, 4.019131, 0.204769], [-3.642269, 4.561131, -0.529231], [-3.625269, 3.952131, -1.900231], [-2.689269, 2.966131, -1.773231], [-1.465269, 1.994131, -0.218231], [-2.077269, 4.011131, 1.123769], [-4.316269, 5.324131, -0.021231], [-4.342269, 4.145131, -2.709231], [-2.243269, 2.166131, -2.491231]],
  "atomic_forces_ev_per_a": [[0.85, -0.77, -4.57], [1.24, 1.30, 1.46], [-12.99, -12.00, -4.60], [8.13, -9.74, 0.35], [0.93, -1.00, -1.59], [-0.18, 0.46, 0.97], [-0.44, 1.01, 0.95], [-5.81, 0.48, -2.76], [0.63, 0.19, 4.45], [-0.05, -1.72, -3.96], [-1.62, 2.98, -0.59], [-1.08, 0.48, 1.76], [0.30, 0.17, 0.83], [-0.17, -0.24, 0.64], [-0.46, 2.35, 0.98], [12.45, 8.44, 3.93], [-8.23, 8.81, -1.28], [0.10, 1.66, 0.16], [3.75, 0.29, 3.16], [1.49, -0.32, -0.21], [-0.52, 1.29, -0.94], [1.61, -1.04, -1.18], [-1.52, -0.19, 0.67], [-0.13, 0.63, 1.51], [1.80, -3.11, 0.79], [0.75, -5.40, 0.84], [-0.54, 1.00, -0.09], [0.14, 0.39, -0.67], [0.61, -0.23, 0.15], [-0.14, 3.33, 1.38], [0.38, 0.93, -0.80], [-0.52, -0.90, 0.43], [2.25, 2.47, 0.06], [-2.54, -2.60, -0.59], [0.88, -0.81, 0.64], [-1.46, -0.33, 0.24], [-1.38, 2.32, 1.01], [0.89, 0.40, 0.14], [1.32, -0.47, -1.01], [-0.59, -1.01, 0.12], [-3.27, 0.91, 0.74], [-3.87, 2.98, 2.94], [6.13, 1.10, -0.29], [4.28, -3.13, -3.07], [-2.09, -0.63, 0.87], [1.60, -2.28, -1.51], [-0.12, 0.18, 0.07], [-0.16, -1.39, -0.86], [-2.82, 0.00, 0.10], [1.05, 1.14, 0.47], [3.53, 0.08, -0.71], [6.20, 0.70, 5.00], [-3.74, 0.41, 3.85], [-0.28, -0.96, -0.58], [-0.05, 1.19, 0.79], [-3.64, -1.30, -1.22], [-2.53, -0.27, -0.59], [-0.93, -0.05, -6.99], [-0.43, -0.23, -1.11], [0.12, 0.24, 0.91], [0.32, 2.24, -1.53], [1.26, 0.36, -0.85], [-0.82, 1.92, 2.88], [1.72, -2.45, -2.49], [2.76, -0.41, -10.76], [0.74, 1.35, -0.93], [0.25, -0.22, 0.83], [-1.63, -1.22, 1.37], [-0.34, -1.29, 0.84], [-3.50, 1.08, 9.91], [-2.99, -2.14, -3.30], [-5.88, -4.04, -2.27], [4.19, 3.68, 0.15], [0.34, -1.19, -0.44], [2.59, 3.94, -1.27], [1.72, 1.38, 0.84], [2.34, 1.59, 0.57], [0.35, -0.63, 3.19], [-0.68, 0.03, 0.83], [-1.25, -2.44, 2.60], [-4.41, 1.32, -3.48], [-0.94, 3.00, 0.63], [2.37, 1.08, 3.42], [-1.26, -2.50, -4.14], [1.22, 0.27, 2.27], [1.46, -2.18, 1.38], [-0.11, -0.91, -0.95], [0.16, -1.61, -1.19], [1.19, -0.76, 0.55], [0.26, 1.77, 1.71], [-0.25, -5.49, -1.44], [-1.06, 0.95, -1.93], [-1.20, 10.01, 1.02], [-0.96, -3.61, -1.71], [1.21, -3.41, 2.15], [0.65, 0.62, 0.69], [0.28, 0.53, 0.71], [1.18, -5.91, -0.14], [1.09, 2.04, 1.14], [-1.22, 2.68, -1.32], [0.36, 1.96, -2.00], [4.97, -3.31, -0.20], [3.13, -1.15, -2.65], [-2.43, 0.78, 2.38], [-2.24, 1.73, -0.89], [-0.49, -1.03, 1.96], [-2.37, 1.90, -0.44], [-1.03, -0.27, 1.84], [0.29, -0.83, 1.05], [-0.12, 0.06, -0.07], [-1.48, -0.13, 0.56], [-0.94, -2.05, 0.40], [1.53, 3.77, -1.21], [4.40, -2.73, -0.75], [-0.79, -1.59, 0.48], [0.85, -0.07, -0.48], [-0.64, 4.54, -1.26], [-1.66, 0.51, 0.64], [0.06, -0.38, 0.00], [0.37, -1.45, 0.53], [2.33, 2.13, 2.71], [-0.20, -4.23, -2.12], [-0.57, 1.65, -0.17], [-1.13, 1.37, 2.02], [0.11, -2.92, -3.08], [-1.97, 2.40, -1.10], [-0.62, 0.87, 0.92], [0.85, -0.75, -1.43], [0.68, -0.05, 0.46], [-1.45, 1.70, 0.79]],
  "mulliken_charge": [-0.47, -0.55, -1.38, -1.07, 2.01, -0.81, -0.79, -1.70, 0.55, -0.51, -0.77, 0.38, 0.27, 0.01, 0.33, 0.89, 1.59, -0.08, 0.88, 0.43, 0.47, -0.47, 0.39, 0.24, 0.32, -2.11, 0.35, 0.60, -0.54, 1.59, 1.15, -0.06, -0.92, -0.76, -0.42, -0.46, 0.03, 0.41, 0.29, 0.24, 1.27, -0.90, -0.61, -0.59, -0.50, -0.27, 0.42, 0.55, 0.10, 0.51, 1.22, -0.42, -1.02, -0.91, -0.21, -0.36, -0.27, 0.79, 0.44, 0.38, 1.50, -0.17, -0.89, -1.05, -0.41, -0.12, 0.31, 0.25, 0.30, 0.40, 0.94, -0.46, -1.07, -1.08, 0.05, 0.21, 0.20, 0.73, 0.42, -0.14, 2.20, -0.34, -1.25, -0.66, -0.98, -0.69, 0.46, 0.45, 0.51, 0.34, 0.98, -0.60, -0.95, -0.78, -0.84, -0.22, 0.33, 0.75, 0.13, 0.94, 0.68, -0.50, -1.30, -0.88, -0.38, -0.26, 0.64, 0.58, 0.50, 0.35, 2.11, -0.26, -0.68, -0.32, -0.48, -0.53, -0.06, 0.29, 0.39, -0.03, 0.88, -0.69, -0.57, -1.11, -0.01, -0.18, 0.31, 0.25, 0.36, 0.07],
  "spin_multiplicity": 1,
  "charge": -2,
  "homo_ha": -0.124,
  "orbital_gap_ev": 7.4,
  "energy_ha": -3187.05228,
  "de_lowest_ev": 3.318
}